C4H6N2O | ωB97M-V with the def2-TZVPD basis set

Values from the calculation:
Orbital gap, eV: 10.1098
E, eV: -9271.90596

Cartesian coordinates (Å):
C  0.00601  1.63136  1.62616
O  -0.44950  1.47731  0.28971
C  -0.30894  0.23018  -0.21305
N  -0.83297  -0.84282  0.35675
N  -0.43498  -1.85095  -0.44215
C  0.31433  -1.44078  -1.48976
C  0.42549  -0.07639  -1.37913
H  0.28471  2.68216  1.73935
H  -0.77501  1.37268  2.34820
H  0.88266  0.99864  1.80744
H  -0.71204  -2.79397  -0.22411
H  0.72081  -2.13827  -2.20866
H  0.96414  0.61285  -2.01094



C3H4S | ωB97M-V with the def2-TZVPD basis set

Values from the calculation:
Orbital gap, eV: 7.8369
E, eV: -14006.79854

Cartesian coordinates (Å):
C  -0.11065  1.75187  -0.24020
C  0.63386  1.06805  0.69671
C  0.18066  -0.27574  0.72205
H  0.52901  2.82796  -0.28217
H  -1.05601  1.02285  -0.58724
H  1.30911  1.57817  1.59727
H  0.03501  -0.72071  1.86988
S  -0.31502  -1.24833  -0.60432



C10H33ClN9O10 | ωB97M-V with the def2-TZVPD basis set

Values from the calculation:
Orbital gap, eV: 9.0531
Net charge: -1
E, eV: -57312.38501

Cartesian coordinates (Å):
Cl  0.65334  -0.17659  0.34429
O  0.14262  -1.05093  -0.68396
O  -0.41515  0.68634  0.78634
O  1.11187  -0.99899  1.44671
O  1.77137  0.60208  -0.15134
C  1.12401  0.01527  -5.13413
C  1.82480  -0.26866  -3.82980
O  1.87254  0.93813  -3.06869
H  0.09343  -0.33244  -4.97986
H  1.44896  -0.58853  -5.98074
H  0.96187  1.06339  -5.37769
H  2.88915  -0.45539  -4.02125
H  1.38890  -1.14041  -3.34003
H  2.04286  0.71468  -2.14331
C  3.01732  3.21135  2.42213
O  3.64270  4.15128  2.94053
N  2.49026  2.19168  3.12863
N  2.73028  3.21352  1.10350
H  1.69681  1.62173  2.89989
H  2.77734  2.11351  4.08899
H  2.41271  2.31691  0.76635
H  3.07346  3.99756  0.58430
C  3.71655  -2.59454  -1.88921
O  4.30708  -3.20440  -2.77173
N  4.17341  -1.49033  -1.27245
N  2.46295  -2.93198  -1.38887
H  4.95050  -0.98269  -1.66200
H  3.68651  -0.96742  -0.56718
H  2.08806  -2.30707  -0.70169
H  1.81991  -3.55336  -1.84035
C  -1.23390  4.44093  1.84981
O  -1.45652  5.40392  2.55786
N  -0.68770  3.23464  2.20760
N  -1.52913  4.43116  0.49605
H  -0.60766  3.03574  3.19201
H  -0.82687  2.43022  1.61727
H  -1.83568  3.57517  0.07121
H  -1.89318  5.29528  0.13380
C  0.03751  -0.01263  4.89363
O  1.23662  0.25391  4.87084
N  -0.60737  -0.49443  3.79113
N  -0.77211  0.26868  5.93817
H  -0.10110  -0.76991  2.95703
H  -1.50667  -0.92264  3.92955
H  -1.74647  0.04537  5.96358
H  -0.28931  0.71361  6.69978
C  -2.66080  -3.13290  0.40592
C  -3.27841  -2.13265  -0.54183
C  -3.04466  -2.56435  -2.00381
O  -3.27553  -1.52103  -2.95361
C  -2.31892  -0.49760  -2.88227
N  -4.71497  -2.03788  -0.28704
H  -1.58527  -2.95140  0.39250
H  -2.85691  -4.18472  0.17079
H  -3.06135  -3.08516  1.42032
H  -2.88350  -1.14031  -0.32339
H  -3.65839  -3.45849  -2.09726
H  -1.97490  -2.77756  -2.11453
H  -2.68682  0.25599  -3.58531
H  -1.34607  -0.78276  -3.29030
H  -2.32898  -0.02779  -1.89838
H  -5.17350  -2.94749  -0.21375
H  -5.28789  -1.73665  -1.07476



C34H27B3F4O7 | ωB97M-V with the def2-TZVPD basis set

Values from the calculation:
Orbital gap, eV: 8.6876
E, eV: -62934.25107

Cartesian coordinates (Å):
C  3.45306  0.64949  1.57300
C  3.10038  1.41879  0.21147
C  4.23974  1.21787  -0.90857
C  2.73164  2.95525  0.44293
B  1.29597  3.19854  -0.25413
O  1.11830  3.84602  -1.53121
B  -0.31282  3.75614  -1.74519
O  -0.92847  2.45823  -1.68930
B  -0.58269  1.87252  -0.43868
C  -0.92763  0.35682  0.07134
F  -0.42262  0.20029  1.36092
F  -2.35383  0.20949  0.02860
C  -0.35203  -0.81261  -0.82803
F  -0.33895  -0.51353  -2.19186
F  0.89379  -1.28942  -0.38643
O  0.14081  2.70664  0.49270
H  4.13146  1.26405  2.22751
H  3.81963  -0.39816  1.38040
H  2.45432  0.54953  2.11736
H  2.18539  0.89286  -0.20217
H  4.16367  0.13516  -1.24099
H  3.93555  1.84324  -1.80655
H  5.24918  1.48914  -0.49419
H  2.60648  3.10718  1.56760
H  3.52745  3.68238  0.11539
H  -0.87835  4.77459  -1.93302
H  -1.06019  -1.69447  -0.71711
C  -4.66439  1.08151  -9.52794
C  -5.86328  1.77691  -9.39099
C  -6.26458  2.23312  -8.14205
C  -5.47306  1.98483  -7.02202
C  -4.28397  1.26716  -7.15562
C  -3.87589  0.82591  -8.41360
C  -3.45674  0.95313  -5.96632
O  -2.41700  0.33010  -6.08307
C  -3.92066  1.40253  -4.63294
C  -3.18380  1.06613  -3.49835
C  -3.60211  1.49373  -2.24355
C  -4.75492  2.26654  -2.12109
C  -5.49540  2.59973  -3.24844
C  -5.08537  2.16054  -4.50589
C  -5.90133  2.49138  -5.69689
O  -6.91114  3.16401  -5.58931
H  -4.34761  0.73371  -10.50490
H  -6.48414  1.96496  -10.25981
H  -7.19609  2.77845  -8.04148
H  -2.94628  0.27952  -8.52469
H  -2.28460  0.46724  -3.58971
H  -3.02336  1.22743  -1.37191
H  -5.07874  2.60609  -1.14319
H  -6.39397  3.19753  -3.14572
C  0.64032  -4.17597  3.25750
C  1.25990  -3.05517  2.70970
C  2.25937  -2.39824  3.41545
C  2.63523  -2.85275  4.67802
C  1.99776  -3.96099  5.23706
C  1.00691  -4.62856  4.51851
C  2.35284  -4.42569  6.59882
O  1.79985  -5.39485  7.08600
C  3.38610  -3.68563  7.36078
C  3.69094  -4.07481  8.66435
C  4.66742  -3.39558  9.38202
C  5.34974  -2.33118  8.79794
C  5.04553  -1.93651  7.50163
C  4.05622  -2.60671  6.78333
C  3.71494  -2.15496  5.41420
O  4.30816  -1.22152  4.90375
H  -0.13368  -4.69384  2.70192
H  0.96448  -2.69485  1.73046
H  2.74165  -1.53036  2.98320
H  0.51785  -5.49805  4.94263
H  3.16545  -4.90461  9.12323
H  4.89921  -3.69679  10.39754
H  6.11675  -1.80621  9.35639
H  5.57618  -1.10435  7.05323